63
Properties=species:S:1:pos:R:3 method="wB97M-V/def2-TZVPD" fmax_ev_per_a=3.705 gap_ev=10.169 de_lowest_kj_mol=399.21 e_homo_ev=-9.981 lumo_ev=0.2 spin_multiplicity=1 smiles=CCO.CCO.CCO.CCO.CCO.CCO.CCO total_energy_ha=-1085.1096
C -1.344 -2.220 -1.959
C 0.111 -1.893 -2.003
O 0.308 -1.005 -3.071
H -1.998 -1.392 -1.685
H -1.458 -3.042 -1.252
H -1.654 -2.644 -2.914
H 0.625 -2.832 -2.207
H 0.595 -1.458 -1.129
H 0.049 -0.155 -2.710
C 4.847 -4.012 3.348
C 5.633 -2.722 3.017
O 5.695 -1.929 4.145
H 5.450 -4.662 3.981
H 4.737 -4.521 2.391
H 3.910 -3.830 3.874
H 5.187 -2.140 2.210
H 6.630 -3.039 2.710
H 5.031 -1.237 4.097
C 1.908 2.849 7.525
C 1.366 3.179 6.052
O 1.800 2.256 5.112
H 1.627 1.843 7.836
H 1.292 3.513 8.132
H 2.969 3.090 7.458
H 1.580 4.181 5.679
H 0.277 3.182 6.085
H 1.040 2.191 4.529
C -2.412 -2.963 6.634
C -1.372 -3.542 7.611
O -1.712 -4.832 7.796
H -2.341 -3.361 5.622
H -2.350 -1.875 6.662
H -3.431 -3.105 6.993
H -1.492 -2.975 8.534
H -0.363 -3.635 7.208
H -2.281 -4.770 8.567
C 1.399 5.303 -0.302
C -0.169 5.237 0.057
O -0.645 3.941 0.188
H 1.584 4.781 -1.242
H 2.089 4.925 0.452
H 1.514 6.379 -0.426
H -0.741 5.704 -0.745
H -0.482 5.848 0.904
H -1.469 3.947 0.680
C -4.597 3.090 -5.682
C -5.248 3.335 -7.074
O -6.510 3.880 -6.834
H -4.656 3.959 -5.026
H -3.519 2.982 -5.803
H -5.005 2.236 -5.141
H -5.315 2.411 -7.648
H -4.694 4.103 -7.614
H -7.144 3.377 -7.352
C -0.236 -3.224 -8.473
C 1.082 -2.677 -8.877
O 2.034 -2.671 -7.861
H -0.047 -3.958 -7.690
H -0.767 -3.689 -9.303
H -0.978 -2.532 -8.074
H 0.977 -1.639 -9.195
H 1.426 -3.306 -9.698
H 1.653 -2.236 -7.095

***

63
Properties=species:S:1:pos:R:3 method="wB97M-V/def2-TZVPD" fmax_ev_per_a=1.317 gap_ev=10.155 de_lowest_kj_mol=159.17 e_homo_ev=-9.487 lumo_ev=0.7 spin_multiplicity=1 smiles=CCO.CCO.CCO.CCO.CCO.CCO.CCO total_energy_ha=-1085.2011
C 15.045 9.953 -11.891
C 14.092 9.345 -12.915
O 13.921 10.248 -13.999
H 15.313 9.228 -11.114
H 14.596 10.792 -11.348
H 15.980 10.326 -12.310
H 13.171 9.095 -12.382
H 14.545 8.438 -13.310
H 13.413 10.999 -13.678
C 19.673 4.791 -8.052
C 18.328 5.477 -7.994
O 17.253 4.610 -8.315
H 19.777 4.273 -9.009
H 19.800 4.080 -7.236
H 20.488 5.517 -8.034
H 18.277 6.281 -8.735
H 18.166 5.979 -7.030
H 17.386 3.775 -7.857
C 14.501 3.482 -16.210
C 15.420 2.622 -15.376
O 14.761 2.135 -14.203
H 15.053 3.891 -17.065
H 14.136 4.328 -15.630
H 13.672 2.909 -16.628
H 16.246 3.236 -15.012
H 15.846 1.787 -15.936
H 14.054 1.532 -14.479
C 16.976 6.643 -15.436
C 16.655 7.973 -16.046
O 17.888 8.481 -16.609
H 17.714 6.653 -14.637
H 17.402 6.037 -16.245
H 16.085 6.104 -15.105
H 16.295 8.725 -15.338
H 15.919 7.888 -16.849
H 17.871 9.440 -16.544
C 16.134 6.080 -11.452
C 16.030 4.667 -11.903
O 14.922 4.529 -12.790
H 16.094 6.779 -12.293
H 17.055 6.293 -10.906
H 15.307 6.382 -10.803
H 15.906 4.013 -11.029
H 16.952 4.331 -12.398
H 14.950 3.616 -13.115
C 14.247 4.693 -6.372
C 14.579 6.030 -6.988
O 13.396 6.851 -7.042
H 13.881 4.799 -5.353
H 15.129 4.047 -6.375
H 13.505 4.207 -7.004
H 14.852 5.876 -8.029
H 15.379 6.559 -6.470
H 13.380 7.453 -6.293
C 11.418 2.160 -13.499
C 11.795 0.697 -13.671
O 12.525 0.575 -14.915
H 10.486 2.273 -12.952
H 11.310 2.635 -14.476
H 12.208 2.709 -12.985
H 10.902 0.075 -13.702
H 12.459 0.404 -12.857
H 12.572 -0.356 -15.149

***

63
Properties=species:S:1:pos:R:3 method="wB97M-V/def2-TZVPD" fmax_ev_per_a=0.877 gap_ev=10.198 de_lowest_kj_mol=138.27 e_homo_ev=-9.720 lumo_ev=0.5 spin_multiplicity=1 smiles=CCO.CCO.CCO.CCO.CCO.CCO.CCO total_energy_ha=-1085.2090
C 0.994 4.212 2.916
C 0.825 2.719 2.753
O 1.576 2.231 1.632
H 0.691 4.723 2.007
H 2.035 4.496 3.107
H 0.467 4.588 3.796
H -0.217 2.482 2.544
H 1.111 2.192 3.666
H 2.476 2.025 1.899
C 0.118 -2.233 3.031
C -0.241 -3.144 4.212
O 0.795 -4.072 4.526
H 0.487 -1.256 3.356
H -0.773 -2.011 2.441
H 0.902 -2.699 2.438
H -1.160 -3.692 3.986
H -0.424 -2.554 5.109
H 0.656 -4.849 3.979
C -1.098 4.332 -0.038
C -1.535 3.760 -1.362
O -2.012 2.420 -1.179
H -0.368 3.641 0.386
H -1.949 4.386 0.645
H -0.640 5.318 -0.118
H -0.703 3.719 -2.061
H -2.314 4.381 -1.814
H -2.918 2.451 -0.856
C 0.463 -1.749 -0.965
C 0.599 -0.451 -0.233
O -0.691 -0.117 0.286
H -0.398 -1.706 -1.632
H 0.305 -2.569 -0.266
H 1.350 -1.935 -1.573
H 0.912 0.363 -0.895
H 1.341 -0.563 0.564
H -0.789 0.832 0.412
C 0.277 -5.807 -3.020
C -0.712 -4.739 -2.624
O -0.961 -4.867 -1.223
H 0.455 -5.792 -4.100
H -0.104 -6.803 -2.781
H 1.245 -5.694 -2.534
H -1.641 -4.833 -3.186
H -0.236 -3.766 -2.790
H -1.779 -4.408 -1.013
C 4.580 2.863 -0.937
C 3.258 2.217 -1.290
O 2.153 3.073 -1.067
H 5.417 2.225 -1.239
H 4.716 3.039 0.135
H 4.690 3.823 -1.442
H 3.113 1.278 -0.744
H 3.279 1.969 -2.354
H 1.834 2.917 -0.169
C -2.979 -0.617 -2.476
C -3.810 -0.722 -1.194
O -3.165 -1.477 -0.180
H -2.850 -1.588 -2.954
H -2.001 -0.210 -2.221
H -3.486 0.080 -3.147
H -4.778 -1.180 -1.399
H -3.992 0.294 -0.814
H -2.390 -0.947 0.062

***

72
Properties=species:S:1:pos:R:3 method="wB97M-V/def2-TZVPD" fmax_ev_per_a=1.712 gap_ev=9.726 de_lowest_kj_mol=0.00 e_homo_ev=-7.058 lumo_ev=2.7 spin_multiplicity=1 total_energy_ha=-1551.6930 charge=-1
N 0.671 0.740 -0.566
O 0.722 0.303 0.610
O -0.003 1.743 -0.824
O 1.241 0.120 -1.490
C 0.997 -0.522 4.170
O 1.699 0.402 3.351
H 1.622 -0.720 5.042
H 0.078 -0.046 4.535
H 0.758 -1.443 3.639
H 1.376 0.345 2.440
C 2.060 -3.007 -2.698
O 2.184 -2.451 -1.404
H 2.558 -3.975 -2.726
H 1.020 -3.193 -2.990
H 2.484 -2.346 -3.458
H 1.732 -1.582 -1.434
C -0.633 0.265 -4.862
O -0.764 1.405 -5.665
H -0.380 -0.611 -5.463
H 0.160 0.323 -4.108
H -1.555 0.002 -4.331
H -1.109 2.144 -5.159
C 4.710 1.140 -3.228
O 3.590 1.732 -2.600
H 4.472 0.231 -3.784
H 5.236 1.865 -3.853
H 5.461 0.881 -2.466
H 2.944 1.027 -2.467
C 3.685 -3.022 1.822
O 4.418 -3.430 2.727
N 3.124 -1.783 1.823
N 3.421 -3.788 0.726
H 2.483 -1.516 1.098
H 3.345 -1.163 2.581
H 2.876 -3.406 -0.053
H 3.969 -4.620 0.634
C -4.629 2.195 -2.173
C -3.550 2.148 -1.099
C -3.189 0.700 -0.759
O -2.396 2.786 -1.630
H -5.489 1.604 -1.862
H -4.273 1.896 -3.157
H -4.892 3.254 -2.264
H -3.871 2.644 -0.178
H -4.018 0.013 -0.587
H -2.539 0.629 0.122
H -2.534 0.260 -1.518
H -1.614 2.440 -1.161
C -0.920 -3.892 2.265
C -0.537 -2.848 1.246
C -0.966 -3.176 -0.181
O -1.140 -1.589 1.599
H -1.962 -4.214 2.203
H -0.726 -3.622 3.303
H -0.328 -4.794 2.075
H 0.538 -2.641 1.242
H -2.046 -3.187 -0.305
H -0.586 -4.183 -0.409
H -0.463 -2.518 -0.887
H -0.598 -0.858 1.266
C -2.812 4.108 2.736
C -1.443 3.696 3.220
C -0.599 3.172 2.057
O -0.789 4.827 3.812
H -3.325 3.255 2.289
H -2.797 4.901 1.984
H -3.432 4.495 3.550
H -1.566 2.908 3.971
H 0.317 2.710 2.435
H -0.306 3.993 1.404
H -1.100 2.389 1.489
H -0.069 4.455 4.331

***

74
Properties=species:S:1:pos:R:3 method="wB97M-V/def2-TZVPD" fmax_ev_per_a=7.073 gap_ev=9.982 de_lowest_kj_mol=167.07 e_homo_ev=-9.577 lumo_ev=0.4 spin_multiplicity=1 smiles="NC(N)=O.NC(N)=O.NC(N)=O.NC(N)=O.CC(C)O.CC(C)O.CCO.CCO" total_energy_ha=-1599.7457
N 2.450 2.675 -5.112
C 2.699 2.281 -3.939
N 3.797 2.723 -3.424
O 2.019 1.417 -3.423
H 1.617 2.254 -5.500
H 2.896 3.435 -5.604
H 4.416 3.510 -3.561
H 3.754 2.346 -2.488
N -5.205 -0.008 -6.078
C -4.562 0.345 -7.153
N -5.071 -0.212 -8.247
O -3.654 1.097 -7.057
H -4.818 0.222 -5.173
H -6.063 -0.517 -6.235
H -5.714 -0.976 -8.096
H -4.522 -0.075 -9.085
N 3.886 0.788 1.711
C 4.090 2.001 2.199
N 5.025 2.102 3.091
O 3.443 2.922 1.824
H 2.997 0.804 1.233
H 4.239 -0.066 2.119
H 5.134 3.047 3.430
H 5.765 1.417 3.149
N 1.361 -5.246 2.845
C 2.393 -5.114 3.636
N 2.143 -5.787 4.684
O 3.414 -4.446 3.382
H 0.635 -5.904 3.091
H 1.490 -4.701 2.005
H 1.375 -6.440 4.618
H 2.937 -5.861 5.305
C 0.275 -1.419 8.543
C 0.707 -0.261 7.706
C -0.287 -0.292 6.502
O 0.467 0.820 8.502
H 0.078 -2.403 8.119
H -0.680 -1.291 9.053
H 1.001 -1.489 9.353
H 1.716 -0.325 7.298
H -0.052 0.313 5.626
H -1.317 -0.017 6.730
H -0.315 -1.307 6.105
H 0.805 0.707 9.394
C 1.118 -6.556 -2.320
C 0.721 -5.347 -3.199
C -0.475 -5.676 -4.001
O 0.252 -4.399 -2.249
H 0.271 -7.010 -1.806
H 1.909 -6.378 -1.591
H 1.650 -7.296 -2.919
H 1.585 -5.038 -3.788
H -1.361 -5.894 -3.404
H -0.291 -6.473 -4.722
H -0.861 -4.953 -4.720
H 0.131 -3.554 -2.688
C -2.668 0.066 0.725
C -2.771 1.506 0.133
O -2.632 1.253 -1.220
H -1.670 -0.372 0.700
H -3.406 -0.565 0.230
H -2.934 0.044 1.782
H -1.926 2.071 0.527
H -3.757 1.964 0.221
H -1.744 1.002 -1.483
C -1.286 7.996 -1.760
C -2.506 8.920 -1.690
O -2.186 10.158 -1.229
H -0.509 8.502 -2.333
H -1.436 7.105 -2.369
H -0.859 7.730 -0.794
H -3.221 8.449 -1.017
H -2.915 9.020 -2.696
H -2.988 10.656 -1.404

***

66
Properties=species:S:1:pos:R:3 method="wB97M-V/def2-TZVPD" fmax_ev_per_a=2.692 gap_ev=9.925 de_lowest_kj_mol=297.01 e_homo_ev=-9.607 lumo_ev=0.3 spin_multiplicity=1 smiles=CC(C)O.CC(C)O.CC(C)O.CO.CO.CO.CO.CO total_energy_ha=-1161.5688
C -1.307 5.318 0.570
C -0.580 4.252 -0.212
C 0.220 4.770 -1.451
O 0.323 3.577 0.658
H -1.835 6.011 -0.084
H -0.593 5.866 1.185
H -2.141 4.812 1.057
H -1.287 3.479 -0.514
H 0.587 3.930 -2.040
H 0.981 5.461 -1.086
H -0.383 5.245 -2.225
H -0.263 3.113 1.260
C 1.161 -3.996 0.922
C 1.913 -4.920 -0.054
C 1.865 -6.317 0.557
O 1.255 -4.958 -1.291
H 1.192 -2.937 0.664
H 1.673 -4.109 1.877
H 0.199 -4.435 1.183
H 2.869 -4.408 -0.168
H 2.171 -7.083 -0.155
H 0.858 -6.565 0.894
H 2.578 -6.355 1.380
H 1.241 -4.062 -1.635
C -2.209 -1.616 -3.813
C -2.997 -1.054 -2.633
C -2.237 0.102 -1.995
O -4.263 -0.502 -3.046
H -1.180 -1.813 -3.511
H -2.189 -0.836 -4.574
H -2.791 -2.436 -4.234
H -3.132 -1.840 -1.890
H -2.553 0.962 -2.584
H -1.205 -0.216 -2.139
H -2.537 0.245 -0.957
H -4.870 -0.321 -2.325
C 1.055 0.081 0.010
O -0.219 -0.285 0.509
H 0.963 0.475 -1.003
H 1.494 0.756 0.745
H 1.729 -0.770 -0.089
H -0.232 0.173 1.353
C 2.108 -1.460 -2.776
O 2.139 -2.841 -3.032
H 1.104 -1.104 -2.543
H 2.861 -1.209 -2.029
H 2.315 -0.861 -3.663
H 3.023 -3.210 -2.971
C -2.709 -1.499 2.960
O -2.988 -0.996 1.728
H -2.130 -0.813 3.579
H -3.636 -1.831 3.427
H -2.052 -2.368 2.931
H -2.144 -0.847 1.295
C -0.240 1.761 3.436
O -1.110 1.719 2.353
H -0.438 2.596 4.108
H -0.522 0.933 4.087
H 0.821 1.787 3.187
H -2.052 1.805 2.520
C 3.637 3.663 2.358
O 3.209 3.150 1.137
H 2.741 3.806 2.961
H 4.272 2.942 2.874
H 4.121 4.589 2.048
H 2.344 3.492 0.903

***

66
Properties=species:S:1:pos:R:3 method="wB97M-V/def2-TZVPD" fmax_ev_per_a=4.120 gap_ev=10.315 de_lowest_kj_mol=333.03 e_homo_ev=-10.004 lumo_ev=0.3 spin_multiplicity=1 smiles=CCO.CCO.CCO.CCO.CCO.CCO.CO.CO total_energy_ha=-1161.5551
C -29.909 -9.727 -2.003
C -29.241 -11.101 -1.958
O -29.958 -11.984 -2.751
H -29.904 -9.237 -2.916
H -29.404 -9.057 -1.282
H -30.996 -9.781 -1.789
H -29.096 -11.442 -0.917
H -28.147 -11.047 -2.252
H -29.788 -12.881 -2.477
C -27.842 -6.286 3.482
C -27.776 -7.460 2.551
O -27.763 -8.562 3.408
H -27.897 -5.352 2.955
H -26.873 -6.159 3.974
H -28.559 -6.265 4.308
H -27.009 -7.351 1.846
H -28.759 -7.452 2.104
H -27.661 -9.313 2.786
C -31.755 -4.364 1.480
C -30.293 -4.466 1.863
O -29.626 -5.309 0.959
H -32.231 -5.358 1.516
H -32.031 -3.947 0.542
H -32.330 -3.808 2.238
H -30.148 -4.805 2.866
H -29.882 -3.457 1.829
H -28.691 -5.027 0.820
C -32.607 -7.427 -2.185
C -32.400 -6.643 -0.887
O -31.367 -7.234 -0.124
H -33.321 -6.921 -2.830
H -32.903 -8.444 -1.954
H -31.690 -7.471 -2.741
H -33.290 -6.405 -0.358
H -32.066 -5.645 -1.292
H -30.954 -6.504 0.327
C -30.418 -6.965 -5.505
C -31.015 -6.085 -6.573
O -30.065 -5.227 -7.209
H -29.618 -7.512 -5.934
H -31.180 -7.653 -5.196
H -29.893 -6.339 -4.778
H -31.847 -5.510 -6.116
H -31.527 -6.813 -7.274
H -29.532 -4.622 -6.630
C -27.675 -6.959 -0.972
C -28.603 -6.468 -2.034
O -28.858 -5.073 -1.899
H -26.866 -6.251 -0.812
H -27.271 -7.942 -1.226
H -28.225 -7.165 -0.040
H -29.502 -7.034 -2.154
H -28.154 -6.556 -3.044
H -29.291 -4.914 -1.038
C -31.958 -4.060 -3.649
O -31.602 -2.981 -2.856
H -32.128 -3.542 -4.627
H -32.874 -4.525 -3.346
H -31.226 -4.868 -3.773
H -31.262 -3.320 -2.002
C -30.173 -9.587 1.584
O -30.907 -10.674 0.968
H -29.450 -9.954 2.303
H -30.862 -8.917 2.109
H -29.734 -8.896 0.892
H -31.222 -10.395 0.095